## one
The following is a DFT calculation (ωB97M-V/def2-TZVPD) of C7H14 in the gas phase.

Values from the calculation:
LUMO level: 1.111 eV
Kohn-Sham gap: 10.34 eV
E_HOMO: -9.228 eV
SMILES string: C=C(C)CCCC

The geometry in ORCA input format:
```
! wB97M-V def2-TZVPD RIJCOSX def2/J DEFGRID3
* xyz 0 1
C -0.214 1.066 -1.897
C -0.379 -0.441 -1.762
C 0.688 -1.081 -0.837
C 0.258 -1.254 0.607
C -1.341 -0.040 2.057
C -0.200 -0.060 1.374
C 0.738 1.119 1.419
H -0.467 1.491 -2.865
H 0.816 1.345 -1.647
H -0.808 1.564 -1.141
H -0.353 -0.991 -2.694
H -1.350 -0.631 -1.308
H 1.604 -0.504 -0.939
H 1.001 -2.048 -1.202
H -0.454 -2.086 0.633
H 1.137 -1.687 1.128
H -1.621 0.764 2.723
H -2.072 -0.838 2.045
H 0.724 1.632 2.376
H 1.767 0.785 1.237
H 0.527 1.896 0.691
*
```



## two
The following is a DFT calculation (ωB97M-V/def2-TZVPD) of 2 unconnected molecules or ions with the total composition C7H14.

Values from the calculation:
LUMO level: 1.141 eV
Kohn-Sham gap: 10.52 eV
E_HOMO: -9.378 eV
SMILES string: C=CCC.C=CC

The geometry in ORCA input format:
```
! wB97M-V def2-TZVPD RIJCOSX def2/J DEFGRID3
* xyz 0 1
C -1.698 1.450 0.025
C -1.917 -0.026 0.165
C -2.616 -0.758 -0.696
C 0.704 -1.060 1.576
C 1.611 -0.198 1.143
C 2.333 -0.453 -0.142
C 1.578 0.338 -1.219
H -1.924 1.779 -0.994
H -2.340 1.996 0.724
H -0.657 1.722 0.242
H -1.480 -0.496 1.040
H -3.146 -0.280 -1.517
H 0.509 -0.024 -1.293
H -2.720 -1.834 -0.594
H 0.138 -0.929 2.490
H 0.490 -1.931 0.956
H 1.773 0.769 1.626
H 3.395 -0.187 -0.016
H 2.314 -1.525 -0.364
H 2.000 0.246 -2.221
H 1.651 1.400 -0.932
*
```



## three
The following is a DFT calculation (ωB97M-V/def2-TZVPD) of 2 unconnected molecules or ions with the total composition C7H14.

Values from the calculation:
LUMO level: -1.977 eV
Kohn-Sham gap: 4.17 eV
E_HOMO: -6.151 eV

The geometry in ORCA input format:
```
! wB97M-V def2-TZVPD RIJCOSX def2/J DEFGRID3
* xyz 0 1
C 2.834 -1.664 -1.116
C 1.968 -0.409 -0.993
C 0.736 0.081 0.070
C -0.277 1.138 -0.226
C -2.729 0.674 0.059
C -1.525 0.981 0.686
C -1.468 1.338 2.012
H 3.729 -1.135 -0.809
H 2.699 -2.513 -0.370
H 2.910 -2.201 -2.101
H 0.877 0.201 1.187
H 2.537 0.539 -1.366
H 0.940 -0.698 -1.160
H -1.630 -1.324 0.539
H -0.691 0.975 -1.248
H 0.101 2.182 -0.124
H -2.746 0.266 -0.946
H -3.553 0.436 0.735
H -0.502 1.710 2.349
H -1.864 -1.917 0.182
H -2.348 1.340 2.640
*
```



## four
The following is a DFT calculation (ωB97M-V/def2-TZVPD) of C7H14 in the gas phase.

Values from the calculation:
LUMO level: 0.908 eV
Kohn-Sham gap: 8.76 eV
E_HOMO: -7.855 eV

The geometry in ORCA input format:
```
! wB97M-V def2-TZVPD RIJCOSX def2/J DEFGRID3
* xyz 0 1
C 2.289 -0.531 -0.037
C 0.942 -0.965 -0.677
C -0.125 0.462 0.918
C 0.490 1.785 0.628
C -0.432 -0.194 -1.012
C -1.360 0.283 0.172
C -2.342 -0.773 0.678
H 3.008 -1.330 -0.271
H 2.710 0.389 -0.456
H 2.254 -0.429 1.052
H 1.220 -1.247 -1.692
H 0.638 -1.873 -0.146
H 1.581 1.802 0.694
H 0.108 2.334 1.499
H 0.167 2.333 -0.275
H -0.291 0.641 -1.709
H -0.973 -0.988 -1.536
H -1.884 1.216 -0.099
H -2.708 -0.501 1.673
H -1.852 -1.748 0.769
H -3.213 -0.884 0.018
*
```



Most stable of them? one.



## one
The following is a DFT calculation (ωB97M-V/def2-TZVPD) of 2 unconnected molecules or ions with the total composition C7H14.

Values from the calculation:
LUMO level (spin up / spin down): 0.481 / 0.248 eV
Kohn-Sham gap (spin up / spin down): 7.89 / 8.08 eV
E_HOMO (spin up / spin down): -7.410 / -7.827 eV

The geometry in ORCA input format:
```
! wB97M-V def2-TZVPD RIJCOSX def2/J DEFGRID3
* xyz 0 1
C -1.760 0.182 0.068
C -2.465 -0.927 0.774
C 0.413 -0.585 0.194
C 0.506 -1.779 -0.441
H -1.828 1.161 0.531
H -1.821 0.193 -1.015
H 0.243 -0.582 1.266
H -2.240 -1.897 0.326
H -3.555 -0.788 0.724
H -2.204 -0.969 1.835
H 0.157 -2.686 0.036
H 0.834 -1.872 -1.466
C 1.649 1.528 0.760
C 0.958 0.706 -0.351
C 1.719 0.606 -1.576
H 0.033 1.302 -0.586
H 2.508 0.979 1.151
H 1.998 2.487 0.373
H 0.951 1.723 1.578
H 1.731 -0.279 -2.190
H 2.173 1.498 -1.990
*
```



## two
The following is a DFT calculation (ωB97M-V/def2-TZVPD) of C7H14 in the gas phase.

Values from the calculation:
LUMO level: 1.129 eV
Kohn-Sham gap: 10.83 eV
E_HOMO: -9.697 eV
SMILES string: CC[C@@]1(C)C[C@H]1C

The geometry in ORCA input format:
```
! wB97M-V def2-TZVPD RIJCOSX def2/J DEFGRID3
* xyz 0 1
C 1.866 -0.768 0.907
C 1.109 -0.626 -0.417
C 0.062 0.462 -0.412
C 0.596 1.875 -0.203
C -1.113 0.383 -1.342
C -1.302 0.202 0.160
C -1.843 -1.147 0.649
H 2.576 -1.599 0.851
H 2.438 0.134 1.153
H 1.183 -0.966 1.743
H 1.818 -0.419 -1.228
H 0.622 -1.579 -0.654
H 1.274 2.133 -1.026
H 1.152 2.002 0.733
H -0.205 2.627 -0.209
H -1.464 1.279 -1.853
H -1.180 -0.525 -1.943
H -1.629 1.043 0.744
H -1.671 -1.258 1.724
H -1.365 -1.991 0.139
H -2.927 -1.263 0.483
*
```



## three
The following is a DFT calculation (ωB97M-V/def2-TZVPD) of 2 unconnected molecules or ions with the total composition C7H14.

Values from the calculation:
LUMO level: 1.166 eV
Kohn-Sham gap: 10.69 eV
E_HOMO: -9.522 eV
SMILES string: C=CCC.C=CC

The geometry in ORCA input format:
```
! wB97M-V def2-TZVPD RIJCOSX def2/J DEFGRID3
* xyz 0 1
C -1.747 1.435 -0.026
C -1.934 -0.048 -0.148
C -2.618 -0.645 -1.119
C 0.862 -0.926 1.709
C 1.655 -0.135 0.996
C 2.254 -0.537 -0.321
C 1.595 0.243 -1.461
H -2.102 1.953 -0.922
H -2.295 1.827 0.839
H -0.689 1.685 0.123
H -1.464 -0.653 0.627
H -3.112 -0.068 -1.898
H 0.524 0.012 -1.501
H -2.721 -1.726 -1.167
H 0.403 -0.614 2.643
H 0.635 -1.931 1.354
H 1.856 0.887 1.327
H 3.337 -0.357 -0.310
H 2.111 -1.615 -0.466
H 2.036 0.005 -2.434
H 1.701 1.322 -1.295
*
```



## four
The following is a DFT calculation (ωB97M-V/def2-TZVPD) of C7H14 in the gas phase.

Values from the calculation:
LUMO level (spin up / spin down): 0.333 / 0.208 eV
Kohn-Sham gap (spin up / spin down): 7.63 / 7.72 eV
E_HOMO (spin up / spin down): -7.296 / -7.515 eV

The geometry in ORCA input format:
```
! wB97M-V def2-TZVPD RIJCOSX def2/J DEFGRID3
* xyz 0 1
C 1.534 -0.921 0.840
C 1.245 -0.718 -0.555
C -0.025 0.500 -0.544
C 0.711 1.826 -0.375
C -1.040 0.519 -1.503
C -0.779 0.136 0.727
C -1.617 -1.131 0.806
H 2.339 -0.348 1.299
H 0.323 -0.238 1.322
H 1.371 -1.900 1.288
H 2.026 -0.242 -1.151
H 0.837 -1.586 -1.075
H 1.259 2.085 -1.287
H 1.428 1.766 0.451
H 0.007 2.637 -0.156
H -1.173 1.344 -2.203
H -1.702 -0.334 -1.626
H -1.258 0.995 1.208
H -1.737 -1.420 1.857
H -1.129 -1.964 0.288
H -2.620 -1.006 0.386
*
```



Most stable of them? two.



## one
The following is a DFT calculation (ωB97M-V/def2-TZVPD) of C7H14 in the gas phase.

Values from the calculation:
LUMO level: 1.045 eV
Kohn-Sham gap: 10.46 eV
E_HOMO: -9.417 eV
SMILES string: C[C@@H]1[C@H](C)C1(C)C

The geometry in ORCA input format:
```
! wB97M-V def2-TZVPD RIJCOSX def2/J DEFGRID3
* xyz 0 1
C 0.436 0.115 -2.116
C -0.229 -0.609 -0.963
C 0.423 -0.974 0.359
C 1.829 -0.669 0.824
C -0.631 0.100 0.309
C -0.200 1.543 0.489
C -1.957 -0.219 0.965
H -0.242 0.867 -2.538
H 0.689 -0.584 -2.921
H 1.359 0.629 -1.831
H -0.949 -1.353 -1.304
H 0.061 -1.922 0.758
H 2.446 -1.572 0.831
H 1.791 -0.294 1.856
H 2.344 0.084 0.223
H -0.104 1.791 1.553
H -0.940 2.224 0.052
H 0.762 1.756 0.014
H -2.248 -1.260 0.784
H -1.877 -0.083 2.051
H -2.765 0.429 0.605
*
```



## two
The following is a DFT calculation (ωB97M-V/def2-TZVPD) of C7H14 in the gas phase.

Values from the calculation:
LUMO level: 1.255 eV
Kohn-Sham gap: 11.34 eV
E_HOMO: -10.086 eV
SMILES string: CC(C)CC1CC1

The geometry in ORCA input format:
```
! wB97M-V def2-TZVPD RIJCOSX def2/J DEFGRID3
* xyz 0 1
C -1.192 1.093 -1.025
C -1.133 -0.043 0.001
C -2.432 -0.846 -0.108
C 0.129 -0.913 -0.159
C 1.364 -0.352 0.537
C 2.689 -0.155 -0.146
C 1.911 1.037 0.330
H -1.336 0.683 -2.033
H -2.030 1.766 -0.814
H -0.284 1.696 -1.041
H -1.089 0.398 1.007
H -3.286 -0.221 0.179
H -2.601 -1.173 -1.142
H -2.432 -1.735 0.532
H -0.064 -1.902 0.279
H 0.327 -1.095 -1.225
H 1.449 -0.683 1.572
H 3.601 -0.436 0.373
H 2.723 -0.305 -1.222
H 1.482 1.677 -0.432
H 2.248 1.576 1.211
*
```



## three
The following is a DFT calculation (ωB97M-V/def2-TZVPD) of C7H14 in the gas phase.

Values from the calculation:
LUMO level: 1.190 eV
Kohn-Sham gap: 11.28 eV
E_HOMO: -10.089 eV
SMILES string: CC(C)CC1CC1

The geometry in ORCA input format:
```
! wB97M-V def2-TZVPD RIJCOSX def2/J DEFGRID3
* xyz 0 1
C 0.727 -0.693 -1.607
C 0.632 0.720 -1.001
C -0.489 1.491 -1.703
C 0.420 0.804 0.544
C 0.376 -0.490 1.330
C -0.609 -0.640 2.458
C -0.780 -1.443 1.200
H -0.243 -1.025 -1.997
H 1.428 -0.699 -2.449
H 1.061 -1.446 -0.890
H 1.579 1.229 -1.224
H -0.415 1.415 -2.793
H -1.458 1.068 -1.407
H -0.491 2.552 -1.429
H 1.206 1.436 0.977
H -0.518 1.343 0.737
H 1.345 -0.960 1.497
H -0.300 -1.154 3.363
H -1.305 0.178 2.625
H -1.598 -1.178 0.533
H -0.567 -2.508 1.236
*
```



## four
The following is a DFT calculation (ωB97M-V/def2-TZVPD) of 2 unconnected molecules or ions with the total composition C7H14.

Values from the calculation:
LUMO level: 1.161 eV
Kohn-Sham gap: 9.60 eV
E_HOMO: -8.440 eV
SMILES string: C/C=C\C.C=CC

The geometry in ORCA input format:
```
! wB97M-V def2-TZVPD RIJCOSX def2/J DEFGRID3
* xyz 0 1
C 2.505 -0.264 0.292
C 1.543 -1.118 -0.484
C 0.588 -1.877 0.041
C -1.586 0.065 -0.757
C -2.432 -0.194 0.455
C -0.622 0.979 -0.849
C -0.186 1.891 0.265
H 2.089 0.059 1.252
H 3.422 -0.827 0.497
H 2.800 0.631 -0.268
H 1.646 -1.089 -1.569
H -0.073 -2.468 -0.588
H 0.395 -1.910 1.111
H -1.777 -0.575 -1.618
H -1.949 0.133 1.382
H -3.379 0.353 0.374
H -2.684 -1.255 0.561
H -0.075 1.057 -1.788
H 0.800 2.328 0.075
H -0.133 1.363 1.225
H -0.893 2.719 0.392
*
```



Most stable of them? one.



## one
The following is a DFT calculation (ωB97M-V/def2-TZVPD) of a molecular structure, C3H7O.

Values from the calculation:
LUMO level: 4.825 eV
Kohn-Sham gap: 6.46 eV
E_HOMO: -1.633 eV

The geometry in ORCA input format:
```
! wB97M-V def2-TZVPD RIJCOSX def2/J DEFGRID3
* xyz -1 1
O 0.180 -2.323 1.042
H -0.713 -2.189 1.420
C 0.888 0.287 0.441
C 0.072 0.330 -0.707
C -0.839 1.271 -0.947
H 1.946 -0.110 0.269
H 0.287 -1.137 0.791
H 0.655 0.845 1.405
H 0.115 -0.468 -1.479
H -1.232 1.395 -1.973
H -1.359 2.100 -0.262
*
```



## two
The following is a DFT calculation (ωB97M-V/def2-TZVPD) of a gas-phase ion, C3H7O (charge -1).

Values from the calculation:
LUMO level: 4.799 eV
Kohn-Sham gap: 5.95 eV
E_HOMO: -1.155 eV

The geometry in ORCA input format:
```
! wB97M-V def2-TZVPD RIJCOSX def2/J DEFGRID3
* xyz -1 1
C -1.132 -0.278 0.696
H -1.575 0.532 1.303
H -0.794 -1.171 1.252
C 1.245 0.229 -0.033
C -0.154 0.395 -0.546
O -0.471 -0.545 -1.576
H 1.598 1.151 0.451
H 0.933 -0.505 0.941
H 1.969 -0.114 -0.787
H -0.451 1.442 -0.744
H -1.168 -1.135 -0.958
*
```



Most stable of them? one.



## one
The following is a DFT calculation (ωB97M-V/def2-TZVPD) of C3H5P in the gas phase.

Values from the calculation:
LUMO level: 1.090 eV
Kohn-Sham gap: 7.96 eV
E_HOMO: -6.874 eV
SMILES string: [PH3]=c1cc1

The geometry in ORCA input format:
```
! wB97M-V def2-TZVPD RIJCOSX def2/J DEFGRID3
* xyz 0 1
C -0.113 1.367 0.969
C -1.226 0.795 0.637
C -0.044 -0.132 0.754
P 0.573 -0.914 -0.742
H 0.263 2.325 1.235
H -2.222 0.905 0.617
H 1.968 -1.091 -0.678
H 0.422 -0.962 -2.248
H 0.378 -2.292 -0.543
*
```



## two
The following is a DFT calculation (ωB97M-V/def2-TZVPD) of C3H5P in the gas phase.

Values from the calculation:
LUMO level: 1.154 eV
Kohn-Sham gap: 9.88 eV
E_HOMO: -8.727 eV
SMILES string: PC1C=C1

The geometry in ORCA input format:
```
! wB97M-V def2-TZVPD RIJCOSX def2/J DEFGRID3
* xyz 0 1
C -0.209 0.096 1.299
C 0.825 -0.532 0.872
C 0.281 0.681 0.045
P -0.802 0.363 -1.546
H -1.051 0.302 1.876
H 1.384 -1.355 0.618
H 0.865 1.635 0.154
H -1.397 -0.825 -0.837
H 0.103 -0.364 -2.482
*
```



Most stable of them? two.